C4H12N2O in the gas phase at a distorted geometry, computed with the ωB97M-V functional and the def2-TZVPD basis.

As for the spin multiplicity: 1. The value obtained for the largest force on an atom is 0.0780 Eh/bohr. The value obtained for the HOMO energy is -8.602 eV. The calculation puts the energy above the lowest of the compared OMol25 structures with the same formula, charge and spin at 77.5 kcal per mole. The total charge is 0. The total energy comes out at -9367.8337 eV. Its gap between HOMO and LUMO is 9.71 eV.

Structure (XYZ):
```
19
Properties=species:S:1:pos:R:3:lowdin_charge:R:1
C -0.034 -0.102 1.304 -0.146
H -1.963 -0.435 -1.193 0.095
H -1.602 1.496 -2.717 0.064
H 0.083 -1.050 1.965 0.147
H 1.607 1.696 0.988 0.155
H 0.876 -0.123 -0.878 0.119
N -0.864 1.066 -2.166 -0.027
C 1.162 0.801 1.589 -0.282
H -0.908 0.463 1.604 0.097
H -0.869 -2.239 -0.854 0.080
O 2.380 0.048 1.397 -0.167
H 1.051 1.061 2.639 0.101
H -0.349 0.420 -2.791 0.080
H 2.413 -0.243 0.363 0.147
H 0.259 -2.192 0.520 0.046
N -0.147 -1.765 -0.289 -0.010
C -1.256 0.368 -0.958 -0.247
C -0.023 -0.305 -0.253 -0.364
H -1.815 1.036 -0.269 0.112
```